<i>
Molecular formula: C3H6Cl2Si
Method: DFT, ωB97M-V/def2-TZVPD

Geometry as ORCA input:
```
! RIJCOSX wB97M-V def2-TZVPD def2/J DEFGRID3
* xyz 0 1
H 4.168 0.134 -1.536
H -3.392 -0.066 -1.221
C -2.790 -0.250 -0.278
H -0.514 -0.048 1.282
Cl 0.099 -2.044 -0.510
H 3.939 -1.888 1.076
Si -0.893 -0.105 -0.212
C 3.981 -0.511 -0.715
H -3.289 0.160 0.635
C 4.139 -1.268 0.244
H -2.960 -1.292 -0.116
Cl -0.340 1.196 -1.723
*
```

Summary:
* E_LUMO: 0.667 eV
* HOMO level: -10.5 eV
* SMILES: C[SiH](Cl)Cl.C#C

<ii>
Molecular formula: C3H6Cl2Si
Method: DFT, ωB97M-V/def2-TZVPD

Geometry as ORCA input:
```
! RIJCOSX wB97M-V def2-TZVPD def2/J DEFGRID3
* xyz 0 1
C -2.451 -1.977 0.510
C 2.422 -0.416 -0.554
H 1.878 1.083 1.634
H 0.002 0.605 0.147
H 2.835 -0.335 -1.647
H -4.126 -0.924 -0.446
C -3.410 -1.487 0.021
H 1.490 2.213 -0.699
Si 1.331 1.085 0.175
Cl 1.519 -1.869 -0.124
H -1.725 -2.561 0.960
Cl 4.055 -0.395 0.259
*
```

Summary:
* E_LUMO: 0.783 eV
* HOMO level: -10.2 eV
* SMILES: [SiH3]C(Cl)Cl.C#C

<iii>
Molecular formula: C3H6Cl2Si
Method: DFT, ωB97M-V/def2-TZVPD

Geometry as ORCA input:
```
! RIJCOSX wB97M-V def2-TZVPD def2/J DEFGRID3
* xyz 0 1
Si -1.524 -0.178 0.482
Cl 3.565 -1.303 0.473
Cl 3.812 1.638 -0.190
H 0.959 1.174 0.985
H 0.518 -1.161 -0.845
C 1.172 0.450 0.345
H -1.969 -1.485 1.249
H -2.538 -0.001 -0.438
H 2.649 -0.081 -1.488
C 2.902 0.178 -0.364
H -1.414 0.889 1.382
C 0.275 -0.370 -0.127
*
```

Summary:
* E_LUMO: 0.851 eV
* HOMO level: -10.0 eV
* SMILES: [SiH3]/C=C/C(Cl)Cl

Stability check: which of them is least stable? <ii>.

<i>
Molecular formula: C4H4ClN
Method: DFT, ωB97M-V/def2-TZVPD

Geometry as ORCA input:
```
! RIJCOSX wB97M-V def2-TZVPD def2/J DEFGRID3
* xyz 0 1
H 0.513 0.656 1.729
H 0.187 1.936 0.096
C -0.509 -0.033 -0.274
C -1.539 -0.953 0.039
Cl 1.597 -1.645 0.156
H 1.684 0.434 -0.993
H -0.789 0.398 -1.374
C 1.040 0.050 -0.262
N -2.360 -1.711 0.210
C 0.176 0.870 0.671
*
```

Summary:
* E_LUMO: 0.460 eV
* HOMO level: -10.0 eV
* SMILES: N#C[C@H]1C[C@H]1Cl

<ii>
Molecular formula: C4H4ClN
Method: DFT, ωB97M-V/def2-TZVPD

Geometry as ORCA input:
```
! RIJCOSX wB97M-V def2-TZVPD def2/J DEFGRID3
* xyz 0 1
H -0.523 -1.659 0.014
C -0.698 0.396 -0.594
N 2.568 -0.339 0.483
C 1.699 -0.329 -0.273
Cl -1.244 0.631 1.118
C -0.650 -1.061 -0.920
C 0.545 -0.107 -1.110
H -1.307 1.127 -1.261
H 0.929 0.211 -2.076
H -1.297 -1.424 -1.686
*
```

Summary:
* E_LUMO: 0.697 eV
* HOMO level: -10.6 eV
* SMILES: N#C[C@H]1C[C@H]1Cl

Stability check: which of them is least stable? <i>.